1.
The molecule CH2BrNO3 in a non-equilibrium geometry. Source: the Open Molecules 2025 dataset; level of theory: the ωB97M-V functional and the def2-TZVPD basis.

As for the spin multiplicity: 1. The calculation puts the largest force on an atom at 3.17 eV Å⁻¹. Its gap between HOMO and LUMO is 0.38204 Ha. For the LUMO energy, the calculation gives -0.37 eV. The calculation puts the energy at -78740.717 eV. The SMILES is O=[N+]([O-])[C@H](O)Br.

```
8
Properties=species:S:1:pos:R:3:forces:R:3:nbo_charge:R:1
Br -2.11805 -0.76176 0.02907 1.6 0.2 0.0 -0.06
O 0.53548 1.42112 -1.09297 0.2 -0.5 0.2 -0.37
O -0.16910 1.88413 0.90038 0.3 -0.1 -0.2 -0.34
O 0.75781 -1.24348 -0.37868 0.1 -1.3 2.2 -0.66
N 0.16909 1.13926 0.01979 -1.2 -1.7 0.9 0.51
C -0.08060 -0.54512 0.34508 -0.6 0.9 1.5 0.17
H 0.08207 -0.89656 1.43691 -0.5 1.5 -1.7 0.23
H 0.82330 -0.99757 -1.25958 -0.1 1.1 -3.0 0.50
```
Positions in Å, forces in eV/Å.


2.
A structure of composition CH2BrO2S in a non-equilibrium geometry. Source: the Open Molecules 2025 dataset; level of theory: the ωB97M-V functional and the def2-TZVPD basis.

As for the spin multiplicity: 1. As for the total charge: -1. The calculation puts the largest force on an atom at 4.76 eV Å⁻¹. Its gap between HOMO and LUMO is 0.25515 Ha. For the LUMO energy, the calculation gives 3.35 eV. The calculation puts the energy at -86042.091 eV.

```
7
Properties=species:S:1:pos:R:3:forces:R:3:nbo_charge:R:1
Br -0.21477 -1.51492 -1.82286 0.0 -0.3 -0.5 -0.07
S 0.70231 1.08860 -0.11748 -0.4 -0.7 0.0 1.50
O -0.45526 1.98837 0.07922 -0.1 0.1 -0.1 -1.04
O 1.51578 0.92273 1.10930 0.2 0.0 0.2 -1.05
C -0.19860 -0.67067 -0.10817 -4.3 1.5 1.5 -0.72
H -1.55295 -0.44753 0.23865 4.3 -0.6 -1.0 0.19
H 0.20348 -1.36658 0.62134 0.2 0.0 0.0 0.19
```
Positions in Å, forces in eV/Å.


3.
The molecule CH2Cl2FPS in a non-equilibrium geometry. Source: the Open Molecules 2025 dataset; level of theory: the ωB97M-V functional and the def2-TZVPD basis.

As for the spin multiplicity: 1. The calculation puts the largest force on an atom at 3.58 eV Å⁻¹. Its gap between HOMO and LUMO is 0.35247 Ha. For the LUMO energy, the calculation gives -0.04 eV. The calculation puts the energy at -48956.474 eV. The SMILES is FCSP(Cl)Cl.

```
8
Properties=species:S:1:pos:R:3:forces:R:3:nbo_charge:R:1
Cl 2.43765 1.44395 0.04980 0.1 0.2 0.0 -0.26
Cl 2.92288 -1.68714 -0.35267 -0.5 0.7 0.6 -0.29
S -0.00698 -0.73179 -0.55842 0.2 -0.1 0.7 -0.16
P 1.79670 -0.32273 0.80834 -1.2 -0.9 -1.3 0.75
F -1.29153 1.45196 0.00314 -0.5 1.4 -0.7 -0.35
C -1.57983 0.13783 -0.06466 3.4 -0.3 0.9 -0.04
H -2.00019 -0.08883 0.85617 -0.2 -1.0 2.1 0.17
H -2.27869 -0.20326 -0.74169 -1.4 0.0 -2.3 0.18
```
Positions in Å, forces in eV/Å.


4.
A cluster of 2 separate species, CH2Cl2N2 in total in a non-equilibrium geometry. Source: the Open Molecules 2025 dataset; level of theory: the ωB97M-V functional and the def2-TZVPD basis.

As for the spin multiplicity: 1. The calculation puts the largest force on an atom at 1.84 eV Å⁻¹. Its gap between HOMO and LUMO is 0.26785 Ha. For the LUMO energy, the calculation gives -1.56 eV. The calculation puts the energy at -29091.400 eV.

```
7
Properties=species:S:1:pos:R:3:forces:R:3:nbo_charge:R:1
Cl -2.39184 0.96980 -1.08822 0.7 -0.3 0.0 0.31
Cl -0.15757 1.62072 1.84189 0.0 -1.1 -1.1 -0.78
N -1.14666 -0.13425 -0.96221 0.0 0.0 0.7 -0.43
N 0.95250 -0.75371 0.07525 0.7 -0.3 0.2 -0.79
C -0.16449 -0.22625 -0.28361 -1.2 1.4 0.1 0.78
H 1.67570 -0.91845 -0.61484 -0.1 0.1 0.0 0.43
H 1.23236 -0.55785 1.03172 -0.1 0.1 0.1 0.48
```
Positions in Å, forces in eV/Å.


5.
A cluster of 2 separate species, CH2Cl2O in total in a non-equilibrium geometry. Source: the Open Molecules 2025 dataset; level of theory: the ωB97M-V functional and the def2-TZVPD basis.

As for the spin multiplicity: 1. The calculation puts the largest force on an atom at 1.75 eV Å⁻¹. Its gap between HOMO and LUMO is 0.31298 Ha. For the LUMO energy, the calculation gives -1.35 eV. The calculation puts the energy at -28158.697 eV.

```
6
Properties=species:S:1:pos:R:3:forces:R:3:nbo_charge:R:1
Cl 1.52520 0.75724 -0.15155 1.1 1.3 -0.3 0.13
Cl 1.98614 -1.55417 1.36251 0.1 0.3 -0.1 0.08
O -1.74100 0.53738 -0.20386 0.7 0.1 -1.5 -0.95
C 0.92421 -0.68137 0.35378 -0.6 -1.5 0.5 -0.18
H -0.79566 0.24731 -0.19269 -1.4 0.0 0.1 0.47
H -1.89889 0.69361 -1.16819 0.0 -0.2 1.3 0.46
```
Positions in Å, forces in eV/Å.


6.
A cluster of 2 separate species, CH2Cl2O2 in total in a non-equilibrium geometry. Source: the Open Molecules 2025 dataset; level of theory: the ωB97M-V functional and the def2-TZVPD basis.

As for the spin multiplicity: 1. The calculation puts the largest force on an atom at 4.32 eV Å⁻¹. Its gap between HOMO and LUMO is 0.42600 Ha. For the LUMO energy, the calculation gives 0.34 eV. The calculation puts the energy at -30208.908 eV. The SMILES is O=C(Cl)Cl.O.

```
7
Properties=species:S:1:pos:R:3:forces:R:3:nbo_charge:R:1
Cl -0.26115 1.67864 -0.16054 -0.2 -0.2 -0.8 -0.02
Cl -0.04695 -0.53139 -2.17141 0.7 0.2 0.1 0.04
O -2.05986 -0.11488 -0.70234 0.8 0.3 0.4 -0.47
O 0.75312 -0.48396 1.19136 -1.3 -3.7 1.7 -0.94
C -0.94803 0.22832 -0.91839 -1.7 0.2 0.0 0.45
H 1.25363 0.23125 0.96064 2.1 2.9 -0.9 0.47
H 1.30925 -1.00798 1.80068 -0.5 0.3 -0.5 0.48
```
Positions in Å, forces in eV/Å.